1.
A molecular structure, C19H28N2O6PPdS2SiTe, computed with ωB97M-V/def2-TZVPD.

Computed properties:
**Gap between HOMO and LUMO (spin up / spin down)**: 0.2150 / 0.2139 hartree
**LUMO energy (spin up / spin down)**: 0.0 / -2.8 eV
**2S+1**: 6
**⟨S²⟩**: 8.789

Structure (XYZ):
```
61
C19H28N2O6PPdS2SiTe, DFT ωB97M-V/def2-TZVPD
Pd 1.175 -0.024 0.369
O 0.840 -4.484 0.497
S -0.032 -3.347 0.432
O -0.447 -2.992 -0.927
N 0.622 -2.041 1.179
C -0.195 -1.619 2.194
S 0.178 -0.018 2.797
C -1.323 -2.415 2.449
C -2.323 -2.299 3.437
C -3.357 -3.207 3.450
C -3.440 -4.243 2.507
C -2.458 -4.382 1.533
C -1.419 -3.480 1.519
H -2.257 -1.502 4.167
H -4.128 -3.127 4.206
H -4.272 -4.934 2.537
H -2.505 -5.181 0.803
O 2.209 2.097 0.588
N 2.086 2.888 -0.432
C 2.765 2.627 -1.572
C 2.643 3.447 -2.671
C 1.823 4.564 -2.617
C 1.134 4.812 -1.436
C 1.275 3.963 -0.365
H 3.384 1.744 -1.540
H 3.204 3.211 -3.565
H 1.733 5.227 -3.465
H 0.480 5.669 -1.351
H 0.756 4.077 0.573
C 4.991 0.566 0.526
Si 3.576 -0.698 0.772
C 3.942 -2.233 -0.304
C 3.597 -1.205 2.609
H 5.880 0.228 1.066
H 4.703 1.542 0.919
H 5.266 0.681 -0.525
H 4.915 -2.656 -0.040
H 3.955 -1.990 -1.369
H 3.180 -2.997 -0.139
H 4.590 -1.553 2.909
H 2.884 -2.013 2.780
H 3.322 -0.364 3.250
C -3.555 2.868 -2.926
C -2.145 2.460 -2.561
O -2.170 1.113 -2.054
P -1.055 0.625 -1.000
O -0.548 1.782 -0.218
Te 0.654 -0.612 -2.241
O -1.858 -0.438 -0.142
C -3.259 -0.226 0.160
C -4.137 -1.040 -0.768
H -3.545 3.894 -3.296
H -4.206 2.817 -2.053
H -3.958 2.216 -3.700
H -1.729 3.124 -1.804
H -1.490 2.491 -3.437
H -3.496 0.837 0.076
H -3.391 -0.535 1.194
H -3.947 -0.761 -1.805
H -5.184 -0.846 -0.531
H -3.935 -2.103 -0.644
```

Okay, here come the natural (NBO) numbers, in e, for every atom: number 1, Pd, carries 0.544; number 2, O, carries -0.923; number 3, S, carries 2.277; number 4, O, carries -0.959; number 5, N, carries -0.819; number 6, C, carries -0.082; number 7, S, carries 0.245; number 8, C, carries -0.148; number 9, C, carries -0.209; number 10, C, carries -0.196; number 11, C, carries -0.254; number 12, C, carries -0.189; number 13, C, carries -0.294; number 14, H, carries 0.221; number 15, H, carries 0.214; number 16, H, carries 0.216; number 17, H, carries 0.229; number 18, O, carries -0.580; number 19, N, carries 0.083; number 20, C, carries -0.007; number 21, C, carries -0.218; number 22, C, carries -0.197; number 23, C, carries -0.230; number 24, C, carries 0.033; number 25, H, carries 0.245; number 26, H, carries 0.232; number 27, H, carries 0.227; number 28, H, carries 0.232; number 29, H, carries 0.246; number 30, C, carries -1.131; number 31, Si, carries 1.246; number 32, C, carries -1.133; number 33, C, carries -1.132; number 34, H, carries 0.230; number 35, H, carries 0.243; number 36, H, carries 0.216; number 37, H, carries 0.228; number 38, H, carries 0.220; number 39, H, carries 0.251; number 40, H, carries 0.228; number 41, H, carries 0.241; number 42, H, carries 0.231; number 43, C, carries -0.622; number 44, C, carries -0.064; number 45, O, carries -0.844; number 46, P, carries 2.030; number 47, O, carries -1.134; number 48, Te, carries 0.224; number 49, O, carries -0.843; number 50, C, carries -0.056; number 51, C, carries -0.634; number 52, H, carries 0.216; number 53, H, carries 0.213; number 54, H, carries 0.216; number 55, H, carries 0.200; number 56, H, carries 0.176; number 57, H, carries 0.181; number 58, H, carries 0.204; number 59, H, carries 0.221; number 60, H, carries 0.214; number 61, H, carries 0.225

2.
2 unconnected molecules or ions with the total composition C7H7N, computed with ωB97M-V/def2-TZVPD.

Computed properties:
**Gap between HOMO and LUMO**: 0.3602 hartree
**Structure (SMILES)**: c1ccncc1.C#C
**LUMO energy**: 0.7 eV

Structure (XYZ):
```
15
C7H7N, DFT ωB97M-V/def2-TZVPD
C -1.953 0.319 -0.446
C -1.601 -1.010 -0.197
C -0.434 -1.277 0.494
N 0.408 -0.304 0.889
C 0.093 0.952 0.609
C -1.095 1.330 -0.018
H -2.866 0.626 -0.956
H -2.271 -1.806 -0.487
H -0.152 -2.299 0.715
H 0.819 1.717 0.926
H -1.326 2.358 -0.187
C 2.190 -0.507 -0.606
C 3.129 0.193 -0.257
H 1.248 -1.117 -0.495
H 3.810 0.827 0.017
```

Okay, here come the natural (NBO) numbers, in e, for every atom: number 1, C, carries -0.171; number 2, C, carries -0.247; number 3, C, carries -0.018; number 4, N, carries -0.413; number 5, C, carries 0.052; number 6, C, carries -0.243; number 7, H, carries 0.221; number 8, H, carries 0.222; number 9, H, carries 0.205; number 10, H, carries 0.200; number 11, H, carries 0.220; number 12, C, carries -0.223; number 13, C, carries -0.253; number 14, H, carries 0.251; number 15, H, carries 0.197

3.
A molecular structure, C12H23N3O5PS2, computed with ωB97M-V/def2-TZVPD.

Computed properties:
**Gap between HOMO and LUMO**: 0.2800 hartree
**LUMO energy**: 2.3 eV
**Net charge**: -1

Structure (XYZ):
```
46
C12H23N3O5PS2, DFT ωB97M-V/def2-TZVPD
C -0.675 2.584 0.781
C 0.534 2.038 -0.015
C 0.806 0.545 0.204
C 0.342 -0.318 -0.983
C 0.188 -1.808 -0.631
C -1.268 -2.302 -0.640
C -1.895 -2.331 0.765
S -3.279 -1.244 1.102
O -3.968 -1.904 2.190
O -2.759 0.064 1.420
N -4.244 -1.324 -0.177
S -4.032 -0.350 -1.417
O -4.283 -1.095 -2.648
O -2.815 0.445 -1.447
P -5.789 0.952 -1.433
N -5.604 1.488 -3.063
O -5.287 2.260 -0.594
H -1.404 3.063 0.129
H -1.171 1.801 1.348
H -0.338 3.360 1.473
H 1.424 2.607 0.263
H 0.369 2.240 -1.075
H 0.320 0.172 1.107
H 1.885 0.403 0.285
H 1.106 -0.218 -1.760
H -0.580 0.086 -1.403
H 0.751 -2.395 -1.362
H 0.662 -2.016 0.331
H -1.866 -1.736 -1.349
H -1.261 -3.335 -0.994
H -2.323 -3.316 0.946
H -1.168 -2.156 1.556
H -4.984 2.296 -3.087
H -5.120 0.754 -3.581
H -4.569 2.721 -1.041
N 4.402 0.142 0.423
C 4.285 -0.620 1.507
C 5.348 -0.933 2.342
C 6.601 -0.429 2.032
C 6.737 0.366 0.904
C 5.610 0.620 0.138
H 3.288 -0.994 1.712
H 5.194 -1.556 3.212
H 7.456 -0.651 2.658
H 7.696 0.781 0.623
H 5.672 1.240 -0.750
```

Okay, here come the natural (NBO) numbers, in e, for every atom: number 1, C, carries -0.615; number 2, C, carries -0.396; number 3, C, carries -0.401; number 4, C, carries -0.412; number 5, C, carries -0.387; number 6, C, carries -0.414; number 7, C, carries -0.670; number 8, S, carries 2.323; number 9, O, carries -0.993; number 10, O, carries -0.988; number 11, N, carries -1.237; number 12, S, carries 1.972; number 13, O, carries -1.015; number 14, O, carries -0.997; number 15, P, carries 1.048; number 16, N, carries -1.183; number 17, O, carries -0.977; number 18, H, carries 0.199; number 19, H, carries 0.246; number 20, H, carries 0.182; number 21, H, carries 0.183; number 22, H, carries 0.194; number 23, H, carries 0.197; number 24, H, carries 0.203; number 25, H, carries 0.182; number 26, H, carries 0.242; number 27, H, carries 0.191; number 28, H, carries 0.181; number 29, H, carries 0.234; number 30, H, carries 0.196; number 31, H, carries 0.232; number 32, H, carries 0.224; number 33, H, carries 0.358; number 34, H, carries 0.411; number 35, H, carries 0.483; number 36, N, carries -0.410; number 37, C, carries 0.039; number 38, C, carries -0.261; number 39, C, carries -0.175; number 40, C, carries -0.267; number 41, C, carries 0.037; number 42, H, carries 0.204; number 43, H, carries 0.218; number 44, H, carries 0.211; number 45, H, carries 0.214; number 46, H, carries 0.191

4.
5 unconnected molecules or ions with the total composition C14H35FN5O4S, computed with ωB97M-V/def2-TZVPD.

Computed properties:
**Gap between HOMO and LUMO**: 0.2621 hartree
**LUMO energy**: -4.2 eV
**Net charge**: +1

Structure (XYZ):
```
60
C14H35FN5O4S, DFT ωB97M-V/def2-TZVPD
C -0.415 -1.340 1.479
C 0.082 -0.151 2.256
N 1.335 0.408 1.639
S 2.015 1.632 2.460
F 1.004 2.195 3.474
H -0.809 -1.063 0.512
H -1.201 -1.799 2.058
H 0.369 -2.064 1.292
H 0.235 -0.424 3.290
H -0.670 0.626 2.213
H 1.092 0.854 0.749
H 2.902 0.970 3.247
C 5.358 0.748 -0.556
C 3.972 0.185 -0.745
O 2.969 0.904 -0.712
N 3.856 -1.137 -0.958
C 4.912 -2.139 -1.034
H 5.283 1.820 -0.401
H 5.839 0.299 0.313
H 5.967 0.568 -1.441
H 2.902 -1.444 -1.081
H 4.882 -2.628 -2.008
H 4.744 -2.894 -0.265
H 5.890 -1.697 -0.890
C 4.202 -2.433 -5.778
C 3.709 -3.612 -4.974
O 4.431 -4.208 -4.187
N 2.421 -4.000 -5.155
C 1.422 -3.424 -6.038
H 5.242 -2.250 -5.525
H 4.136 -2.642 -6.846
H 3.622 -1.539 -5.544
H 2.159 -4.794 -4.591
H 0.565 -3.088 -5.452
H 1.080 -4.180 -6.745
H 1.824 -2.582 -6.590
C -4.634 0.397 0.486
C -4.167 -0.999 0.823
O -3.307 -1.575 0.167
N -4.740 -1.610 1.891
C -5.769 -1.092 2.780
H -4.090 0.747 -0.386
H -5.699 0.401 0.254
H -4.445 1.081 1.316
H -4.389 -2.540 2.058
H -5.393 -1.076 3.803
H -6.642 -1.743 2.743
H -6.065 -0.089 2.495
C -3.969 5.855 2.781
C -4.048 4.472 2.183
O -4.933 4.140 1.419
N -3.077 3.574 2.529
C -1.944 3.753 3.414
H -4.804 6.440 2.412
H -4.031 5.806 3.869
H -3.041 6.347 2.489
H -3.199 2.675 2.090
H -1.023 3.569 2.855
H -2.008 3.031 4.232
H -1.912 4.754 3.829
```

Okay, here come the natural (NBO) numbers, in e, for every atom: number 1, C, carries -0.622; number 2, C, carries -0.234; number 3, N, carries -0.738; number 4, S, carries 1.333; number 5, F, carries -0.426; number 6, H, carries 0.247; number 7, H, carries 0.245; number 8, H, carries 0.221; number 9, H, carries 0.214; number 10, H, carries 0.200; number 11, H, carries 0.442; number 12, H, carries 0.106; number 13, C, carries -0.724; number 14, C, carries 0.682; number 15, O, carries -0.710; number 16, N, carries -0.591; number 17, C, carries -0.425; number 18, H, carries 0.243; number 19, H, carries 0.228; number 20, H, carries 0.247; number 21, H, carries 0.401; number 22, H, carries 0.239; number 23, H, carries 0.204; number 24, H, carries 0.213; number 25, C, carries -0.723; number 26, C, carries 0.676; number 27, O, carries -0.645; number 28, N, carries -0.613; number 29, C, carries -0.413; number 30, H, carries 0.244; number 31, H, carries 0.235; number 32, H, carries 0.224; number 33, H, carries 0.402; number 34, H, carries 0.198; number 35, H, carries 0.205; number 36, H, carries 0.213; number 37, C, carries -0.718; number 38, C, carries 0.674; number 39, O, carries -0.656; number 40, N, carries -0.613; number 41, C, carries -0.415; number 42, H, carries 0.245; number 43, H, carries 0.245; number 44, H, carries 0.214; number 45, H, carries 0.401; number 46, H, carries 0.197; number 47, H, carries 0.209; number 48, H, carries 0.218; number 49, C, carries -0.724; number 50, C, carries 0.681; number 51, O, carries -0.611; number 52, N, carries -0.629; number 53, C, carries -0.407; number 54, H, carries 0.256; number 55, H, carries 0.229; number 56, H, carries 0.227; number 57, H, carries 0.390; number 58, H, carries 0.171; number 59, H, carries 0.194; number 60, H, carries 0.226

5.
A molecular structure, C24H50FeGeN5Si3, computed with ωB97M-V/def2-TZVPD.

Computed properties:
**Gap between HOMO and LUMO (spin up / spin down)**: 0.2536 / 0.2536 hartree
**LUMO energy (spin up / spin down)**: -9.9 / -9.9 eV
**Net charge**: +3

Structure (XYZ):
```
84
C24H50FeGeN5Si3, DFT ωB97M-V/def2-TZVPD
Fe 0.313 0.454 0.107
C 4.093 -0.051 -1.767
C 2.747 -0.123 -1.136
N 2.048 0.863 -0.703
C 2.465 2.265 -0.700
C 1.613 2.980 0.347
N 0.198 2.509 0.332
C -0.630 3.118 -0.738
C -0.573 2.252 -1.976
N -0.817 0.846 -1.561
C -2.284 0.569 -1.334
C -2.549 0.199 0.128
N -1.392 -0.633 0.481
C -1.327 -1.874 0.127
C -2.485 -2.755 -0.175
C 0.044 -2.353 -0.204
C 0.452 -3.636 -0.530
C 1.722 -3.803 -1.077
C 2.539 -2.701 -1.312
C 2.070 -1.445 -0.950
N 0.863 -1.319 -0.394
H 4.498 0.956 -1.778
H 4.036 -0.405 -2.801
H 4.792 -0.708 -1.244
H 2.328 2.694 -1.694
H 3.520 2.378 -0.448
H 1.669 4.062 0.213
H 1.998 2.751 1.338
H -0.194 2.802 1.220
H -0.304 4.136 -0.959
H -1.657 3.182 -0.372
H 0.404 2.298 -2.451
H -1.308 2.578 -2.714
H -0.525 0.256 -2.334
H -2.576 -0.267 -1.972
H -2.882 1.428 -1.634
H -3.513 -0.294 0.235
H -2.543 1.078 0.767
H -3.445 -2.310 0.065
H -2.385 -3.677 0.407
H -2.474 -3.052 -1.227
H -0.198 -4.489 -0.384
H 2.066 -4.793 -1.347
H 3.510 -2.825 -1.775
C 3.675 0.473 2.091
Si 2.199 -0.460 2.722
C 2.459 -2.294 2.570
C 1.902 0.078 4.501
Ge -0.250 -0.064 2.592
Si -1.305 -2.028 3.675
C -0.838 -2.124 5.471
C -3.122 -1.631 3.451
C -0.855 -3.664 2.886
Si -1.238 2.000 3.650
C -0.002 3.412 3.673
C -1.587 1.491 5.403
C -2.820 2.530 2.817
H 4.496 0.158 2.746
H 3.598 1.556 2.190
H 3.974 0.216 1.078
H 3.521 -2.513 2.713
H 2.165 -2.696 1.600
H 1.903 -2.836 3.336
H 2.794 -0.285 5.030
H 1.052 -0.370 5.016
H 1.881 1.161 4.627
H -0.965 -1.211 6.043
H 0.179 -2.494 5.615
H -1.513 -2.873 5.902
H -3.453 -0.896 4.189
H -3.708 -2.539 3.620
H -3.390 -1.246 2.466
H 0.038 -4.078 3.358
H -0.677 -3.670 1.812
H -1.677 -4.356 3.095
H 1.020 3.102 3.893
H -0.314 4.063 4.497
H 0.018 4.057 2.792
H -0.717 1.136 5.952
H -2.383 0.751 5.481
H -1.938 2.399 5.905
H -2.676 3.043 1.863
H -3.278 3.258 3.496
H -3.543 1.725 2.682
```

Okay, here come the Mulliken numbers, in e, for every atom: number 1, Fe, carries -1.357; number 2, C, carries -1.844; number 3, C, carries -0.251; number 4, N, carries 1.337; number 5, C, carries -1.057; number 6, C, carries -0.858; number 7, N, carries 0.719; number 8, C, carries -0.294; number 9, C, carries -1.179; number 10, N, carries 0.019; number 11, C, carries -1.433; number 12, C, carries -0.134; number 13, N, carries 0.435; number 14, C, carries -0.313; number 15, C, carries -2.053; number 16, C, carries 0.823; number 17, C, carries -0.530; number 18, C, carries -1.242; number 19, C, carries -1.030; number 20, C, carries 1.137; number 21, N, carries 1.272; number 22, H, carries 0.383; number 23, H, carries 0.464; number 24, H, carries 0.448; number 25, H, carries 0.393; number 26, H, carries 0.682; number 27, H, carries 0.568; number 28, H, carries 0.083; number 29, H, carries -0.885; number 30, H, carries 0.490; number 31, H, carries 0.224; number 32, H, carries 0.321; number 33, H, carries 0.622; number 34, H, carries 0.325; number 35, H, carries 0.397; number 36, H, carries 0.549; number 37, H, carries 0.860; number 38, H, carries -0.819; number 39, H, carries 0.418; number 40, H, carries 0.450; number 41, H, carries 0.453; number 42, H, carries 0.604; number 43, H, carries 0.506; number 44, H, carries 0.635; number 45, C, carries -1.212; number 46, Si, carries 0.536; number 47, C, carries -0.818; number 48, C, carries -1.278; number 49, Ge, carries 0.794; number 50, Si, carries 0.729; number 51, C, carries -1.324; number 52, C, carries -0.916; number 53, C, carries -0.656; number 54, Si, carries 0.826; number 55, C, carries -1.307; number 56, C, carries -1.184; number 57, C, carries -1.317; number 58, H, carries 0.620; number 59, H, carries 0.352; number 60, H, carries 0.299; number 61, H, carries 0.526; number 62, H, carries 0.182; number 63, H, carries 0.264; number 64, H, carries 0.533; number 65, H, carries 0.197; number 66, H, carries 0.338; number 67, H, carries 0.360; number 68, H, carries 0.363; number 69, H, carries 0.437; number 70, H, carries 0.282; number 71, H, carries 0.500; number 72, H, carries 0.172; number 73, H, carries 0.448; number 74, H, carries -0.168; number 75, H, carries 0.449; number 76, H, carries 0.317; number 77, H, carries 0.528; number 78, H, carries 0.447; number 79, H, carries 0.359; number 80, H, carries 0.285; number 81, H, carries 0.498; number 82, H, carries 0.357; number 83, H, carries 0.508; number 84, H, carries 0.337

- Number 5 is which compound?
  C24H50FeGeN5Si3

- Number 4 is which compound?
  C14H35FN5O4S